No. 1
The following is a quantum chemistry calculation of C2H3P3 in the gas phase in a non-equilibrium geometry, from the OMol25 dataset.

Positions of all 8 atoms, in Å:
C (-0.062, -1.550, -0.066)
C (-0.979, 1.029, 0.555)
P (1.555, -1.115, -0.097)
P (-1.600, -0.486, 0.168)
P (1.551, 1.067, 0.179)
H (-0.396, -2.543, -0.186)
H (-1.191, 2.037, 0.449)
H (1.123, 1.561, -1.002)

natural (NBO) atomic charge list, values in e, 2 entries:
1 C -0.947
2 C -0.688


No. 2
The following is a quantum chemistry calculation of 2 unconnected molecules or ions with the total composition C2H3PS2 in a non-equilibrium geometry, from the OMol25 dataset.

Positions of all 8 atoms, in Å:
C (-0.442, 0.044, 1.618)
C (0.365, -0.678, 1.097)
P (0.000, 0.313, -1.282)
S (1.205, 1.815, -1.336)
S (0.235, -1.470, -1.971)
H (-1.143, 0.707, 2.038)
H (1.095, -1.374, 0.788)
H (-1.316, 0.644, -0.953)

natural (NBO) atomic charge list, values in e, 2 entries:
1 C -0.189
2 C -0.255


No. 3
The following is a quantum chemistry calculation of 2 unconnected molecules or ions with the total composition C2H3PS3 in a non-equilibrium geometry, from the OMol25 dataset.

Positions of all 9 atoms, in Å:
C (0.620, -0.617, -0.485)
C (0.915, 0.840, -0.219)
P (-1.795, -1.110, 0.169)
S (1.631, -1.884, -0.420)
S (2.782, 0.935, -0.300)
S (3.265, -0.768, 0.539)
H (0.455, 1.288, -1.125)
H (0.511, 1.074, 0.673)
H (-1.330, -2.413, -0.387)

natural (NBO) atomic charge list, values in e, 2 entries:
1 C -0.302
2 C -0.624


No. 4
The following is a quantum chemistry calculation of a molecular structure, C2H3Tl in a non-equilibrium geometry, from the OMol25 dataset.

Positions of all 6 atoms, in Å:
C (-0.022, 0.035, -0.150)
H (0.706, 0.843, -0.330)
C (0.042, -1.241, 0.026)
H (0.847, -1.987, 0.123)
Tl (-2.413, -0.783, -0.351)
H (0.840, 3.133, 0.681)

## Properties
<S²>: 0.77
2S+1: 2
Net charge: -1

natural (NBO) atomic charge list, values in e, 2 entries:
1 C -0.542
2 H 0.201


No. 5
The following is a quantum chemistry calculation of a molecular structure, C2H41NO17S in a non-equilibrium geometry, from the OMol25 dataset.

Positions of all 62 atoms, in Å:
C (1.987, -1.229, -1.489)
C (2.564, -0.519, -2.709)
S (1.654, -0.493, -4.225)
N (1.281, -0.163, -0.694)
H (1.224, -1.991, -1.635)
H (2.797, -1.595, -0.865)
H (2.870, 0.517, -2.517)
H (3.573, -0.884, -2.926)
H (0.639, 0.331, -3.983)
H (0.727, 0.421, -1.311)
H (0.731, -0.542, 0.066)
H (-2.202, -1.521, 3.868)
H (-1.943, 0.002, 3.587)
O (-2.381, -0.787, 3.267)
H (0.115, 2.925, -2.548)
H (-1.013, 2.127, -3.194)
O (-0.853, 2.794, -2.511)
H (-1.899, -2.530, -1.566)
H (-1.183, -2.316, -0.362)
O (-1.675, -3.037, -0.788)
H (-0.863, 2.267, 3.839)
H (0.506, 1.774, 4.171)
O (-0.390, 1.433, 4.071)
H (-2.146, 0.424, -2.077)
H (-0.848, -0.053, -2.521)
O (-1.758, -0.017, -2.853)
H (1.104, -3.020, 2.211)
H (1.446, -1.519, 2.318)
O (1.761, -2.397, 2.572)
H (-2.562, -3.206, 0.984)
H (-3.374, -2.978, 2.310)
O (-2.749, -3.558, 1.869)
H (-0.147, 0.522, 2.601)
H (0.473, 0.908, 1.293)
O (0.175, 0.115, 1.770)
H (-1.135, -0.345, 0.775)
H (-2.478, -0.772, 1.436)
O (-2.037, -0.700, 0.563)
H (-0.024, -4.736, 1.325)
H (-0.884, -3.374, 1.725)
O (-0.123, -3.783, 1.294)
H (-0.113, -5.050, -1.010)
H (0.982, -4.322, -0.334)
O (0.845, -5.045, -0.961)
H (-2.179, 3.851, 1.928)
H (-1.311, 2.632, 1.447)
O (-1.439, 3.295, 2.165)
H (-1.840, 0.980, -0.157)
H (-1.182, 2.103, -0.986)
O (-1.354, 1.830, -0.051)
H (1.602, 2.410, -1.539)
H (1.552, 3.826, -2.162)
O (1.092, 2.981, -2.161)
H (2.385, 0.936, 0.009)
H (3.294, 2.038, 0.404)
O (2.465, 1.969, -0.084)
H (1.485, 2.744, 1.356)
H (0.480, 3.239, 2.364)
O (1.072, 2.469, 2.203)
H (-1.285, 4.546, 0.068)
H (-0.472, 3.415, 0.705)
O (-0.479, 4.376, 0.587)

natural (NBO) atomic charge list, values in e, 2 entries:
1 C -0.236
2 C -0.588


No. 6
The following is a quantum chemistry calculation of 21 unconnected molecules or ions with the total composition C2H44O22 in a non-equilibrium geometry, from the OMol25 dataset.

Positions of all 68 atoms, in Å:
O (-0.246, 0.098, 1.852)
C (-0.484, -0.489, 0.574)
C (0.307, 0.289, -0.460)
O (-0.112, 0.024, -1.768)
H (-1.508, -0.469, 0.384)
H (-0.244, -1.597, 0.536)
H (1.336, -0.047, -0.399)
H (0.425, 1.360, -0.376)
O (-4.863, -0.539, -0.161)
H (-5.604, 0.014, 0.082)
H (-4.180, -0.080, -0.692)
O (1.318, -4.040, 0.531)
H (2.153, -4.227, 0.136)
H (1.086, -4.813, 1.020)
O (-2.680, 0.994, -1.556)
H (-2.973, 1.825, -1.245)
H (-1.709, 0.871, -1.537)
O (3.242, -2.098, 1.484)
H (3.115, -1.751, 0.586)
H (2.427, -2.575, 1.681)
O (-0.242, 1.665, 4.037)
H (-1.153, 1.728, 4.278)
H (-0.284, 0.972, 3.400)
O (2.461, 0.591, -2.837)
H (1.702, 0.410, -2.293)
H (2.627, 1.476, -2.564)
O (-1.600, 2.219, 1.545)
H (-1.243, 2.662, 0.814)
H (-1.006, 1.422, 1.667)
O (3.724, -0.929, -0.830)
H (4.494, -1.483, -1.148)
H (3.426, -0.491, -1.629)
O (1.272, -2.474, -1.678)
H (1.254, -2.895, -0.827)
H (0.733, -1.683, -1.659)
O (-1.950, -1.893, -2.291)
H (-1.832, -2.422, -1.521)
H (-1.413, -1.141, -1.952)
O (-1.161, 3.778, -0.531)
H (-0.666, 4.579, -0.309)
H (-0.755, 3.562, -1.348)
O (-0.435, -0.067, -4.446)
H (-0.283, -0.132, -3.473)
H (0.228, 0.603, -4.544)
O (1.489, 3.261, 0.810)
H (1.850, 3.374, 1.656)
H (0.991, 2.434, 0.764)
O (2.288, 0.365, 2.309)
H (1.411, 0.170, 1.972)
H (2.713, -0.533, 2.328)
O (0.740, -2.208, 2.927)
H (0.518, -1.333, 2.515)
H (0.227, -2.870, 2.526)
O (-1.558, -3.703, -0.270)
H (-0.609, -3.690, -0.195)
H (-1.948, -3.414, 0.565)
O (2.806, 3.137, -1.658)
H (2.929, 4.100, -1.689)
H (2.807, 2.931, -0.719)
O (-3.709, 0.441, 2.118)
H (-3.975, 0.001, 1.289)
H (-3.072, 1.131, 1.928)
O (0.235, 2.662, -2.552)
H (1.064, 3.026, -2.274)
H (0.295, 1.799, -2.108)
O (-2.099, -1.692, 2.617)
H (-1.367, -1.126, 2.316)
H (-2.759, -1.099, 2.291)

## Properties
Net charge: -2

natural (NBO) atomic charge list, values in e, 2 entries:
1 O -0.997
2 C -0.118


No. 7
The following is a quantum chemistry calculation of 21 unconnected molecules or ions with the total composition C2H44O22 in a non-equilibrium geometry, from the OMol25 dataset.

Positions of all 68 atoms, in Å:
O (4.107, -4.660, 17.015)
C (4.578, -4.383, 18.323)
C (5.403, -3.055, 18.336)
O (6.014, -2.930, 19.611)
H (5.165, -5.243, 18.659)
H (3.737, -4.252, 19.047)
H (4.688, -2.277, 18.260)
H (6.191, -2.899, 17.594)
O (6.885, -1.820, 21.950)
H (7.777, -2.166, 21.767)
H (6.427, -2.226, 21.197)
O (4.863, -3.439, 14.761)
H (5.201, -4.156, 14.194)
H (4.686, -3.758, 15.632)
O (6.600, -7.337, 18.593)
H (6.531, -6.579, 19.216)
H (6.854, -7.002, 17.750)
O (4.891, -0.733, 15.993)
H (4.958, -0.779, 15.029)
H (4.264, -1.390, 16.210)
O (6.312, -5.870, 16.071)
H (7.067, -5.323, 16.361)
H (5.548, -5.530, 16.610)
O (2.671, -2.250, 16.626)
H (3.094, -3.061, 16.904)
H (2.254, -1.982, 17.479)
O (8.272, -1.488, 19.091)
H (7.656, -2.180, 19.248)
H (8.266, -1.450, 18.156)
O (3.365, -7.299, 18.122)
H (3.779, -6.393, 18.188)
H (2.545, -7.132, 17.729)
O (4.572, -4.221, 21.318)
H (4.982, -3.715, 20.579)
H (4.761, -5.106, 21.019)
O (2.980, -6.259, 15.343)
H (3.356, -5.522, 15.815)
H (3.539, -6.948, 15.617)
O (7.666, -3.426, 14.714)
H (7.946, -2.923, 13.899)
H (6.720, -3.335, 14.748)
O (1.650, -4.373, 17.826)
H (2.622, -4.489, 17.577)
H (1.641, -3.565, 18.357)
O (7.248, -5.236, 20.281)
H (7.227, -5.295, 21.224)
H (6.900, -4.405, 19.950)
O (1.824, -3.896, 21.084)
H (2.679, -4.328, 21.031)
H (1.601, -4.037, 21.970)
O (6.601, 0.324, 18.629)
H (7.164, -0.412, 18.814)
H (6.620, 0.505, 17.683)
O (7.586, -1.034, 16.114)
H (6.682, -1.103, 16.336)
H (7.735, -1.667, 15.386)
O (4.399, -6.887, 20.747)
H (4.407, -7.070, 19.789)
H (5.185, -7.334, 21.062)
O (4.220, -0.975, 20.281)
H (3.340, -1.055, 19.903)
H (4.674, -1.629, 19.755)
O (3.798, 0.827, 17.828)
H (4.225, 0.236, 17.212)
H (2.858, 0.782, 17.753)
O (8.174, -4.573, 17.506)
H (8.893, -3.930, 17.272)
H (7.425, -3.956, 17.621)

## Properties
Net charge: -2

natural (NBO) atomic charge list, values in e, 2 entries:
1 O -1.028
2 C -0.160


No. 8
The following is a quantum chemistry calculation of C2H4B2O in the gas phase in a non-equilibrium geometry, from the OMol25 dataset.

Positions of all 9 atoms, in Å:
B (1.946, -0.139, -0.118)
B (-1.924, -0.371, -0.066)
C (0.663, 0.583, 0.068)
C (-0.637, 0.578, -0.060)
O (-0.081, 1.664, 0.667)
H (2.894, 0.099, 0.501)
H (1.885, -0.979, -0.840)
H (-2.324, -0.484, 0.985)
H (-2.422, -0.950, -1.137)

natural (NBO) atomic charge list, values in e, 2 entries:
1 B 0.283
2 B 0.405


No. 9
The following is a quantum chemistry calculation of a molecular structure, C2H4BNO2 in a non-equilibrium geometry, from the OMol25 dataset.

Positions of all 10 atoms, in Å:
B (-0.995, -0.914, 0.785)
C (-2.028, -1.242, 2.163)
C (0.761, -0.226, -0.099)
N (-2.771, -1.583, 2.961)
O (1.111, 1.080, 0.204)
O (-1.639, -1.292, -0.304)
H (0.446, -0.264, -1.134)
H (1.525, -0.961, 0.135)
H (1.504, 1.127, 1.078)
H (-2.534, -1.638, -0.259)

## Properties
<S²>: 2.01
2S+1: 3

natural (NBO) atomic charge list, values in e, 2 entries:
1 B 0.473
2 C 0.006


Calculated energy above the lowest of the compared OMol25 structures with the same formula, charge and spin, 294.5, 128.3, 324.0, 0.0, 443.2, 142.4, 217.7, 272.0, 197.5 kJ/mol (same order as the records).